Entry 1:
# C24H40B3F12O11P

5 unconnected molecules or ions with the total composition C24H40B3F12O11P (ωB97M-V/def2-TZVPD, OMol25).

```
91
Properties=species:S:1:pos:R:3:forces:R:3:lowdin_charge:R:1
C 2.604847 -5.622578 2.701185 -0.3 -0.1 0.3 -0.211
C 2.281973 -4.027594 3.033068 0.5 -0.2 0.1 -0.430
P 0.913681 -3.468586 1.820417 0.3 0.4 0.1 0.990
C 1.599709 -2.168038 0.550913 0.0 0.0 -0.5 -0.289
B -0.429491 -2.576291 2.852414 -0.7 2.0 0.4 -0.606
O -0.567408 -2.582833 4.321964 -3.5 -2.1 -2.0 0.082
B -1.907193 -3.218096 4.584785 1.9 0.0 -3.1 -0.147
O -2.624694 -3.753491 3.374876 1.5 4.3 1.4 0.072
B -2.743278 -2.529547 2.506738 0.8 -0.1 -0.7 -0.389
C -4.255563 -2.015793 2.099973 -0.2 0.5 0.0 -0.078
C -5.457974 -2.949065 2.707885 -1.2 0.2 -0.4 -0.212
C -6.048477 -4.080733 1.671115 -0.4 -0.3 0.9 -0.385
C -5.027745 -5.327042 1.359140 0.1 0.1 -0.4 -0.100
C -7.361526 -4.759304 2.454216 0.9 1.7 0.1 -0.128
O -1.483134 -1.817784 2.090981 -1.4 -3.7 2.9 0.086
H 3.015402 -5.775643 1.591881 -0.7 0.5 2.5 0.082
H 1.590848 -6.217098 2.745715 2.0 1.2 0.0 0.067
H 3.333938 -6.104160 3.512652 -1.5 1.1 -1.9 0.078
H 1.836067 -3.875959 4.129423 1.2 -0.4 -2.4 0.094
H 3.227160 -3.344632 2.840403 -1.8 -1.5 0.7 0.082
H 1.682901 -2.690151 -0.511967 -0.2 1.2 2.3 0.048
H 2.662612 -1.844526 0.919456 -2.1 -0.3 -0.8 0.049
H 0.824733 -1.277599 0.484274 1.8 -1.9 0.1 0.037
H -2.402592 -3.292525 5.651033 0.2 -0.1 0.1 0.102
H -4.369279 -0.921203 2.562422 0.3 -2.2 -1.0 0.129
H -4.372255 -1.865472 0.922446 0.2 -0.4 2.5 0.132
H -5.206682 -3.497790 3.711163 -0.1 1.2 -1.9 0.119
H -6.372592 -2.220380 2.947431 1.9 -1.6 -0.5 0.121
H -6.390742 -3.483768 0.695788 0.7 -1.6 2.0 0.140
H -4.191549 -5.488034 2.187217 -1.8 0.6 -1.7 0.091
H -4.503049 -5.141119 0.308637 -1.0 -0.6 2.3 0.076
H -5.665839 -6.325001 1.327727 1.4 2.1 -0.2 0.078
H -8.144875 -3.868935 2.541664 1.3 -2.2 -0.1 0.082
H -7.782652 -5.703676 1.906274 0.8 1.9 1.1 0.076
H -6.952288 -5.004074 3.548846 -1.2 0.2 -2.4 0.093
C 0.622061 1.334248 1.165464 0.0 -0.1 -0.3 -0.066
C 0.847606 2.833731 1.234311 -0.5 -0.4 0.8 -0.199
O 1.754095 3.257358 0.204730 -0.2 0.6 -2.1 0.015
C 1.213655 3.408002 -1.046463 -2.5 -0.9 2.0 -0.323
O 0.032990 3.199524 -1.313697 3.0 0.7 0.1 0.145
C 2.271244 3.907489 -2.031510 1.7 0.6 -1.6 -0.462
F 3.448557 3.224270 -1.932283 -1.2 0.4 0.2 0.142
F 2.577251 5.222118 -1.835370 -0.5 -1.0 0.2 0.140
F 1.880751 3.798500 -3.332940 -0.1 -0.1 1.4 0.131
H 1.576689 0.799706 1.202190 -0.1 0.1 0.1 0.075
H -0.005229 0.998452 1.995946 0.1 0.1 -0.1 0.088
H 0.134545 1.049628 0.227969 -0.1 0.1 0.2 0.078
H 1.313067 3.088827 2.192232 0.1 0.1 -0.4 0.107
H -0.095529 3.389292 1.176834 0.2 -0.1 -0.2 0.131
C 4.102869 6.783226 4.936121 -0.4 0.1 0.1 -0.064
C 4.600857 5.357042 4.787578 0.4 0.6 -0.5 -0.209
O 3.892170 4.478159 5.674452 -1.8 -1.1 -0.2 0.013
C 2.650205 4.075642 5.255215 1.2 1.8 -2.3 -0.317
O 2.136794 4.425548 4.195583 0.8 -1.1 2.6 0.132
C 2.029938 3.109048 6.264801 -1.3 -1.6 1.8 -0.469
F 2.149312 3.543920 7.552953 0.1 0.0 -1.3 0.141
F 2.614220 1.877257 6.224024 -0.2 1.2 -0.3 0.144
F 0.698202 2.904765 6.057843 1.4 0.5 -0.2 0.141
H 4.163256 7.104776 5.980801 0.1 -0.1 -0.1 0.085
H 4.694107 7.466056 4.319571 0.0 -0.1 0.1 0.084
H 3.053645 6.869581 4.637375 0.2 0.0 -0.1 0.076
H 5.657892 5.308672 5.069850 -0.3 -0.3 0.2 0.127
H 4.528284 5.007453 3.751250 -0.2 0.0 0.3 0.127
C -0.435015 -2.917146 -5.226585 0.3 -0.1 0.2 -0.065
C -1.793051 -3.205328 -4.612786 0.1 0.6 -0.5 -0.211
O -1.733396 -4.369670 -3.774950 0.4 -0.3 1.9 0.011
C -1.218904 -4.179430 -2.518224 0.1 2.9 -1.3 -0.320
O -0.818437 -3.097206 -2.097198 -0.8 -2.8 -0.5 0.133
C -1.258384 -5.482511 -1.719025 0.3 -2.2 1.6 -0.469
F -0.799743 -6.552206 -2.431838 -0.3 1.2 0.2 0.140
F -2.522852 -5.804632 -1.321887 0.8 0.7 -0.6 0.135
F -0.504545 -5.434527 -0.584341 -0.7 0.5 -1.4 0.115
H -0.058942 -3.796915 -5.758536 -0.2 0.1 0.0 0.084
H -0.496161 -2.078524 -5.925819 0.0 -0.1 0.1 0.084
H 0.303385 -2.671534 -4.457159 -0.2 0.1 -0.1 0.075
H -2.513910 -3.422668 -5.408064 0.1 -0.3 0.3 0.127
H -2.178293 -2.343224 -4.056171 0.2 -0.3 0.1 0.127
C 2.020046 6.063708 -5.502241 -0.1 0.3 -0.2 -0.063
C 2.611286 4.881498 -6.248481 0.3 0.1 0.8 -0.209
O 1.982454 4.725425 -7.529665 0.3 0.8 -1.9 0.012
C 2.427556 5.559735 -8.522673 1.8 0.8 2.6 -0.324
O 3.304828 6.405263 -8.366708 -2.2 -1.9 -0.9 0.142
C 1.712745 5.255737 -9.839840 -1.3 -0.3 -2.3 -0.470
F 0.363050 5.121301 -9.688352 1.2 0.2 0.3 0.139
F 2.149026 4.094085 -10.406041 0.0 0.9 0.8 0.142
F 1.891676 6.226882 -10.779491 0.1 -0.8 1.3 0.140
H 0.932474 5.965161 -5.425608 0.2 -0.1 0.1 0.089
H 2.441865 6.136672 -4.495911 -0.1 -0.1 -0.2 0.069
H 2.217586 7.002953 -6.027954 0.1 -0.2 0.1 0.078
H 2.418729 3.961890 -5.685824 -0.1 0.1 -0.5 0.113
H 3.698432 4.971441 -6.355613 -0.2 0.1 -0.2 0.130
```
Positions in Å, forces in eV/Å.

The HOMO-LUMO gap is 0.3180 Ha. As for the charge: 0. As for the SMILES: CCP(C)B1OBOB(CCC(C)C)O1.CCOC(=O)C(F)(F)F.CCOC(=O)C(F)(F)F.CCOC(=O)C(F)(F)F.CCOC(=O)C(F)(F)F. The value obtained for the highest occupied orbital energy is -8.3 eV.

Entry 2:
# C31H50AsN2O4PRuSSi3

A molecular structure, C31H50AsN2O4PRuSSi3 (ωB97M-V/def2-TZVPD, OMol25).

```
94
Properties=species:S:1:pos:R:3:forces:R:3:mulliken_spin:R:1
Ru -0.065275 -0.428504 0.164360 0.5 0.1 -0.1 0.998
N 0.614138 -2.204288 1.313837 -0.1 0.0 -0.2 -0.093
C -0.448131 -3.069489 1.721680 0.0 0.1 0.0 0.058
C -0.558396 -3.451656 3.048624 0.0 0.0 0.0 0.001
C -1.624902 -4.230521 3.469494 0.0 0.0 0.0 0.001
C -2.584911 -4.626166 2.551581 0.0 0.0 0.0 -0.002
C -2.455853 -4.257547 1.219768 0.0 0.0 0.0 -0.001
C -1.385417 -3.486851 0.772431 0.0 0.0 0.0 -0.013
C -1.218646 -3.165949 -0.671505 0.1 -0.1 0.0 -0.006
C -1.491713 -4.194930 -1.579700 0.0 0.0 0.0 -0.013
C -1.335436 -4.013187 -2.944421 0.0 0.0 0.0 0.020
C -0.890846 -2.783530 -3.408644 0.0 0.0 0.1 -0.015
C -0.602599 -1.766093 -2.507988 -0.2 0.0 0.0 0.051
C -0.755553 -1.908917 -1.121782 0.0 0.2 0.3 -0.039
H 1.197838 -1.935237 2.097312 0.0 0.0 0.0 0.004
H 1.223392 -2.656469 0.637857 0.0 0.0 0.0 0.010
H 0.186086 -3.110861 3.759348 0.0 0.0 0.0 0.000
H -1.714041 -4.505345 4.512780 0.0 0.0 0.0 0.000
H -3.438201 -5.211226 2.870118 0.0 0.0 0.0 0.000
H -3.215093 -4.552906 0.506188 0.0 0.0 0.0 0.000
H -1.812329 -5.161775 -1.207165 0.0 0.0 0.0 0.000
H -1.556520 -4.821616 -3.631133 0.0 0.0 0.0 0.001
H -0.774768 -2.614615 -4.474470 0.0 0.0 0.0 -0.001
H -0.275090 -0.801417 -2.879153 0.0 0.0 0.0 0.000
O 0.208463 0.923291 3.171539 -0.1 0.2 0.1 -0.001
C 1.330675 0.831467 2.700491 0.2 -0.1 0.1 0.012
N 1.619637 0.510577 1.414938 0.1 -0.1 0.2 0.007
S 3.220300 0.204367 1.237533 -0.1 0.2 0.0 -0.008
O 3.461745 -1.217977 1.074632 0.0 -0.1 0.0 -0.001
O 3.899498 1.091804 0.334101 0.0 0.0 -0.1 -0.001
C 3.690904 0.647971 2.885085 0.0 0.0 0.0 -0.001
C 4.944987 0.683860 3.462381 0.0 0.0 0.0 -0.001
C 5.015918 1.094980 4.787670 0.0 0.0 0.0 0.000
C 3.864466 1.451058 5.490725 0.0 0.0 0.0 0.000
C 2.614948 1.402996 4.886529 0.0 0.0 0.0 0.001
C 2.553095 0.998690 3.565115 -0.1 0.0 -0.1 0.003
H 5.830244 0.407595 2.905260 0.0 0.0 0.0 0.000
H 5.977696 1.140977 5.282712 0.0 0.0 0.0 0.000
H 3.950990 1.768729 6.522179 0.0 0.0 0.0 0.000
H 1.707653 1.669927 5.412664 0.0 0.0 0.0 0.000
C 2.637825 -3.072194 -1.633802 -0.1 0.1 0.0 -0.004
P 2.828241 -1.332653 -2.083127 0.1 0.0 -0.1 0.004
C 4.594910 -0.996510 -1.950977 0.0 0.0 0.0 0.001
C 2.518302 -1.253243 -3.859254 0.0 0.0 0.0 0.001
O 1.980995 -0.393400 -1.295923 -0.2 -0.3 0.1 -0.022
H 3.389787 -3.687192 -2.129024 0.0 0.0 0.0 0.000
H 1.637270 -3.409146 -1.912253 0.0 0.0 0.0 0.001
H 2.771670 -3.150829 -0.553348 0.1 0.0 -0.1 0.001
H 5.170088 -1.755273 -2.484259 0.0 0.0 0.0 0.000
H 4.880180 -0.977272 -0.901746 0.0 0.0 0.0 0.000
H 4.791793 -0.011673 -2.375310 0.0 0.0 0.0 0.000
H 3.206654 -1.899637 -4.406783 0.0 0.0 0.0 0.000
H 2.645554 -0.219478 -4.182175 0.0 0.0 0.0 0.000
H 1.494675 -1.558123 -4.062976 0.0 0.0 0.0 0.000
C -2.093250 2.145522 1.797876 0.1 0.0 0.1 0.005
Si -1.769073 0.288340 1.681121 -0.5 -0.5 -0.6 -0.072
C -3.228623 -0.437214 0.625641 -0.1 0.2 0.1 0.134
C -2.286960 -0.433480 3.362208 0.3 0.2 0.1 -0.009
H -2.613360 2.378065 2.734052 0.0 0.0 0.0 -0.001
H -2.703807 2.470596 0.957033 0.0 0.0 0.0 0.001
H -1.165133 2.717154 1.777898 0.0 0.0 0.0 -0.001
H -3.865050 -1.059499 1.262933 0.0 0.0 0.0 0.006
H -2.923338 -1.041393 -0.221416 0.0 0.0 -0.1 -0.043
H -3.841047 0.379979 0.234008 0.0 -0.1 0.0 0.011
H -3.376407 -0.349310 3.404195 0.0 0.0 0.0 0.001
H -1.862799 0.119504 4.202827 0.0 0.0 0.0 0.000
H -2.041055 -1.484996 3.481768 0.0 -0.1 0.0 0.004
C 0.890691 4.248030 -2.669319 0.0 0.0 0.0 -0.002
Si 0.086488 3.607767 -1.081480 0.0 0.0 0.1 -0.003
C -1.218959 4.896645 -0.622600 -0.1 0.0 0.0 0.000
C 1.400399 3.687370 0.262452 0.0 0.1 0.0 0.000
As -0.626947 1.430522 -1.455147 0.0 0.0 -0.1 0.003
Si -2.722962 1.845926 -2.359003 0.0 0.0 0.0 0.009
C -3.449883 0.230261 -3.019875 0.0 0.0 0.0 0.000
C -4.096375 2.721660 -1.389953 0.0 0.0 0.1 0.000
C -2.475577 2.962314 -3.869117 0.0 0.0 0.0 -0.002
H 0.969711 5.340227 -2.665144 0.0 0.0 0.0 0.000
H 0.321926 3.943442 -3.549532 0.0 0.0 0.0 0.000
H 1.896803 3.831668 -2.766576 0.0 0.0 0.0 0.000
H -0.730705 5.862766 -0.456767 0.0 0.0 0.0 0.000
H -1.745397 4.616948 0.291776 0.0 0.0 0.0 0.000
H -1.961207 5.029418 -1.413365 0.0 0.0 0.0 0.000
H 2.080578 4.521890 0.065828 0.0 0.0 0.0 0.000
H 1.987825 2.774934 0.291991 0.1 -0.1 0.0 0.002
H 0.953341 3.837022 1.249288 0.0 0.0 0.0 0.000
H -3.131772 -0.630286 -2.434854 0.0 0.0 0.1 0.003
H -3.118178 0.066139 -4.049157 0.0 0.0 0.0 0.000
H -4.543508 0.259244 -3.014444 0.0 0.0 0.0 0.000
H -4.536247 2.094303 -0.613104 0.0 0.0 0.0 0.001
H -4.891818 2.993488 -2.092450 0.0 0.0 0.0 0.000
H -3.741183 3.635777 -0.913037 0.0 0.0 0.0 0.000
H -1.698220 2.554914 -4.518466 0.0 0.0 0.0 0.000
H -2.178554 3.976875 -3.589703 0.0 0.0 0.0 0.000
H -3.407310 3.032842 -4.440414 0.0 0.0 0.0 0.000
```
Positions in Å, forces in eV/Å.

Its multiplicity is 2. The HOMO-LUMO gap (alpha / beta) is 0.2131 / 0.2110 Ha. As for the charge: -1. The value obtained for the highest occupied orbital energy (alpha / beta) is -3.4 / -3.4 eV.

Entry 3:
# C4H11NO3

2 unconnected molecules or ions with the total composition C4H11NO3 (ωB97M-V/def2-TZVPD, OMol25).

```
19
Properties=species:S:1:pos:R:3:forces:R:3:nbo_charge:R:1
C 1.109725 -0.739306 -2.116783 -1.5 1.5 0.7 -0.329
C 1.081365 0.565379 0.476742 -1.5 0.9 -0.5 0.903
O 1.237961 -0.670067 0.960386 0.1 -0.1 0.0 -0.718
O 0.979690 -1.947922 -1.346428 -0.3 -0.2 0.1 -0.764
O 1.921294 1.424375 0.473274 0.0 -0.4 0.2 -0.594
H 0.838566 -1.334026 0.341763 0.2 0.4 0.1 0.521
H 1.787268 -2.466011 -1.417952 0.0 0.0 -0.1 0.478
H 2.086016 -0.283599 -1.929520 -0.1 0.2 0.2 0.171
H 1.112394 -0.988578 -3.183129 -0.6 0.2 0.1 0.172
C -1.428056 0.285796 0.535012 0.2 0.0 0.2 -0.214
C -1.665865 0.845826 1.933983 0.0 -0.2 -0.1 -0.624
N -0.221381 0.816971 -0.103846 0.7 0.3 1.3 -0.688
H -0.297396 1.804339 -0.323246 0.2 -0.1 0.1 0.397
H 0.221340 0.041663 -1.628748 2.6 -2.5 -2.3 0.252
H -2.270862 0.521012 -0.118179 0.1 -0.1 0.0 0.201
H -1.325461 -0.800363 0.579061 -0.2 0.0 -0.1 0.198
H -1.751761 1.931386 1.913367 -0.1 0.0 0.0 0.206
H -0.843543 0.576205 2.593599 0.1 0.0 0.0 0.216
H -2.571294 0.416920 2.360645 -0.1 0.1 0.0 0.215
```
Positions in Å, forces in eV/Å.

The HOMO-LUMO gap is 0.3743 Ha. As for the charge: 0. As for the SMILES: CCNC(=O)O.CO. The value obtained for the highest occupied orbital energy is -9.4 eV.

> charge of number 1 (C24H40B3F12O11P)?

0